## A
Formula: C4H5NOS
Source: OMol25
Level of theory: ωB97M-V with the def2-TZVPD basis set

As for the SMILES: C=C[C@H]1ON=CS1. The HOMO energy is -0.3242 Eh.

Each atom is followed by the atoms it is bonded to, with distances in Å.
Atoms and positions in Å:
1 C -0.788 0.707 -0.629  H5 1.173, C9 1.554, C11 1.341
2 N 1.420 -1.185 0.582  C3 1.293, O8 1.369
3 C 1.194 -0.469 1.635  N2 1.293, S6 1.731, H10 1.104
4 H -1.705 -0.961 0.416  C9 1.071
5 H -1.394 1.586 -0.141  C1 1.173
6 S -0.385 0.115 2.035  C3 1.731, C9 1.801
7 H 0.513 -0.077 -2.179  C11 1.081
8 O 0.206 -1.358 -0.027  N2 1.369, C9 1.360
9 C -0.750 -0.479 0.375  C1 1.554, H4 1.071, S6 1.801, O8 1.360
10 H 2.124 -0.168 2.149  C3 1.104
11 C -0.173 0.678 -1.820  C1 1.341, H7 1.081, H12 1.101
12 H -0.261 1.611 -2.397  C11 1.101



## B
Formula: C4H5NOS
Source: OMol25
Level of theory: ωB97M-V with the def2-TZVPD basis set

As for the SMILES: Oc1[nH]ccc1S. The HOMO energy is -0.2932 Eh.

Each atom is followed by the atoms it is bonded to, with distances in Å.
Atoms and positions in Å:
1 C -1.008 0.699 -0.685  C4 1.434, H7 1.064, C9 1.363
2 H -1.354 -0.833 -2.267  C9 1.081
3 S 0.344 1.897 1.589  C4 1.761, H10 1.389
4 C -0.025 0.693 0.358  C1 1.434, S3 1.761, C11 1.377
5 O 1.736 -0.981 0.896  C11 1.346, H12 0.981
6 H 0.571 -2.069 -1.172  N8 1.038
7 H -1.716 1.478 -0.839  C1 1.064
8 N 0.209 -1.152 -0.848  H6 1.038, C9 1.375, C11 1.349
9 C -0.828 -0.443 -1.407  C1 1.363, H2 1.081, N8 1.375
10 H -0.560 1.506 2.568  S3 1.389
11 C 0.694 -0.473 0.213  C4 1.377, O5 1.346, N8 1.349
12 H 1.937 -0.322 1.594  O5 0.981



Need the numbers? Relative energies in kcal/mol: A 67.4; B 0.0.